<1>
A 4-piece molecular cluster, C4H11NO3 overall. Source: the OMol25 dataset; level of theory: ωB97M-V/def2-TZVPD.

Geometry as ORCA input:
```
! RIJCOSX wB97M-V def2-TZVPD def2/J DEFGRID3
* xyz 0 1
C 0.04 0.28 0.39
C 1.17 -0.56 0.21
C 2.27 0.25 0.13
N 1.83 1.57 0.20
C 0.50 1.58 0.47
H -0.96 -0.06 0.57
H 0.99 -1.62 0.32
H 3.31 0.04 0.01
H 2.39 2.33 -0.14
H -0.19 2.40 0.56
O -4.28 -1.96 -2.35
H -3.37 -1.87 -1.95
H -4.30 -2.88 -2.58
O 1.65 0.49 3.61
H 1.47 1.07 4.34
H 1.18 0.82 2.82
O -1.65 -0.98 -2.20
H -1.33 -0.90 -3.10
H -1.43 -0.17 -1.75
*
```

Values from the calculation:
- gap between HOMO and LUMO (eV) = 9.431
- SMILES = c1cc[nH]c1.O.O.O
- E_HOMO (eV) = -8.795

<2>
A 3-piece molecular cluster, C4H11NO3 overall. Source: the OMol25 dataset; level of theory: ωB97M-V/def2-TZVPD.

Geometry as ORCA input:
```
! RIJCOSX wB97M-V def2-TZVPD def2/J DEFGRID3
* xyz 0 1
O -2.25 1.11 -2.17
C -1.12 1.45 -2.11
C -0.33 1.30 -0.81
C -1.16 1.11 0.55
N 0.67 2.38 -0.71
C 1.96 -1.91 0.14
O 0.62 -2.07 -0.09
H -0.38 1.74 -2.90
H 0.39 0.31 -0.66
H -0.47 0.83 1.30
H -1.75 1.98 0.82
H -1.90 0.27 0.30
H 0.19 3.04 -0.10
H 2.50 -2.93 -0.37
H 2.36 -1.93 1.22
H 2.41 -0.98 -0.30
H -0.89 -2.34 2.67
H -0.25 -1.84 1.14
O -0.60 -1.55 2.09
*
```

Values from the calculation:
- gap between HOMO and LUMO (eV) = 3.735
- E_HOMO (eV) = -8.490

Energies relative to the most stable structure are <1> 0.0000; <2> 0.3093, reported in hartree.

<1>
C3H4FN as an isolated structure. Source: the OMol25 dataset; level of theory: ωB97M-V/def2-TZVPD.

Geometry as ORCA input:
```
! RIJCOSX wB97M-V def2-TZVPD def2/J DEFGRID3
* xyz 0 1
C 0.56 -0.34 0.76
C -0.57 -0.24 -0.20
C -0.29 0.93 -1.35
H 1.09 0.92 0.56
H 0.38 -0.67 1.80
H -0.73 -1.22 -0.51
H -1.37 0.25 0.42
N -0.46 2.16 -1.85
F 1.39 -1.78 0.36
*
```

Values from the calculation:
- gap between HOMO and LUMO (eV) = 11.363
- E_HOMO (eV) = -11.553

<2>
A 2-piece molecular cluster, C3H4FN overall. Source: the OMol25 dataset; level of theory: ωB97M-V/def2-TZVPD.

Geometry as ORCA input:
```
! RIJCOSX wB97M-V def2-TZVPD def2/J DEFGRID3
* xyz 0 1
C 3.25 0.09 -0.29
C -0.35 -0.21 0.29
C 0.21 1.00 -0.36
N 4.20 -0.35 0.17
F 0.46 2.22 0.18
H -0.32 -0.86 -0.55
H -1.34 -0.09 0.52
H 0.33 -0.29 1.23
H 1.04 0.90 -1.10
*
```

Values from the calculation:
- gap between HOMO and LUMO (alpha / beta) (eV) = 8.507 / 5.285
- E_HOMO (alpha / beta) (eV) = -10.633 / -9.016

<3>
A 2-piece molecular cluster, C3H4FN overall. Source: the OMol25 dataset; level of theory: ωB97M-V/def2-TZVPD.

Geometry as ORCA input:
```
! RIJCOSX wB97M-V def2-TZVPD def2/J DEFGRID3
* xyz 0 1
C 0.57 0.08 2.29
C -0.23 -0.49 -0.11
C -0.31 0.15 1.18
N 1.43 -0.15 3.05
F -1.49 0.80 1.42
H 0.80 -0.62 -0.26
H -0.57 0.06 -0.98
H -0.95 -1.39 -0.02
H 1.08 1.81 1.04
*
```

Values from the calculation:
- gap between HOMO and LUMO (alpha / beta) (eV) = 9.178 / 8.177
- E_HOMO (alpha / beta) (eV) = -10.199 / -9.044

Energies relative to the most stable structure are <1> 0.0099; <2> 0.0400; <3> 0.0000, reported in hartree.

<1>
A single C4H8O molecule. Source: the OMol25 dataset; level of theory: ωB97M-V/def2-TZVPD.

Geometry as ORCA input:
```
! RIJCOSX wB97M-V def2-TZVPD def2/J DEFGRID3
* xyz 0 1
C -1.26 -0.81 -0.01
C -0.02 -0.10 0.50
C 1.28 -0.36 -0.29
O 1.33 1.00 -0.76
C 0.17 1.35 0.01
H -2.16 -0.41 0.45
H -1.21 -1.88 0.23
H -1.35 -0.71 -1.09
H 0.09 -0.23 1.58
H 1.19 -1.08 -1.11
H 2.16 -0.61 0.32
H 0.42 2.08 0.79
H -0.64 1.75 -0.61
*
```

Values from the calculation:
- gap between HOMO and LUMO (eV) = 10.728
- SMILES = CC1COC1
- E_HOMO (eV) = -9.597

<2>
A single C4H8O molecule. Source: the OMol25 dataset; level of theory: ωB97M-V/def2-TZVPD.

Geometry as ORCA input:
```
! RIJCOSX wB97M-V def2-TZVPD def2/J DEFGRID3
* xyz 0 1
C -1.17 -0.30 0.69
C -0.11 -0.28 -0.45
O -0.50 0.37 -1.66
C 1.39 -0.40 -0.45
C 0.85 0.59 0.48
H -1.03 -1.14 1.37
H -2.14 -0.33 0.20
H -1.22 0.60 1.34
H -1.40 0.12 -1.90
H 1.93 -1.26 -0.08
H 1.82 0.08 -1.32
H 0.89 0.33 1.54
H 0.69 1.62 0.24
*
```

Values from the calculation:
- gap between HOMO and LUMO (eV) = 9.003
- SMILES = CC1(O)CC1
- E_HOMO (eV) = -8.008

Energies relative to the most stable structure are <1> 0.0000; <2> 0.0707, reported in hartree.

<1>
A 3-piece molecular cluster, C4H8O overall. Source: the OMol25 dataset; level of theory: ωB97M-V/def2-TZVPD.

Geometry as ORCA input:
```
! RIJCOSX wB97M-V def2-TZVPD def2/J DEFGRID3
* xyz 0 1
C -0.50 0.92 -1.05
C -1.05 -0.24 -1.17
C -1.38 0.49 0.10
H 0.12 1.70 -1.45
H -1.20 -1.15 -1.73
H -0.93 0.17 1.04
H -2.37 0.94 0.23
H 0.18 -2.10 0.81
H -0.44 -2.36 0.49
C 1.89 0.41 0.68
O 1.71 -0.49 1.45
H 2.45 0.28 -0.27
H 1.51 1.43 0.87
*
```

Values from the calculation:
- gap between HOMO and LUMO (eV) = 10.409
- SMILES = C1=CC1.[H][H].C=O
- E_HOMO (eV) = -9.664

<2>
A single C4H8O molecule. Source: the OMol25 dataset; level of theory: ωB97M-V/def2-TZVPD.

Geometry as ORCA input:
```
! RIJCOSX wB97M-V def2-TZVPD def2/J DEFGRID3
* xyz 0 1
C -1.15 -0.55 0.78
C -0.14 0.01 -0.38
O -0.80 0.30 -1.57
C 1.32 -0.44 -0.43
C 0.95 0.86 0.23
H -0.83 -0.73 1.85
H -1.45 -1.53 0.42
H -2.05 0.07 0.91
H -1.07 1.23 -1.52
H 1.69 -1.27 0.16
H 1.79 -0.41 -1.43
H 0.32 0.66 1.08
H 1.40 1.83 -0.04
*
```

Values from the calculation:
- gap between HOMO and LUMO (eV) = 10.438
- SMILES = CC1(O)CC1
- E_HOMO (eV) = -9.459

<3>
A single C4H8O molecule. Source: the OMol25 dataset; level of theory: ωB97M-V/def2-TZVPD.

Geometry as ORCA input:
```
! RIJCOSX wB97M-V def2-TZVPD def2/J DEFGRID3
* xyz 0 1
C -1.76 0.09 0.28
C -0.49 -0.36 -0.46
C 0.74 -0.06 0.41
C 2.07 0.06 -0.25
O 2.25 1.14 -0.79
H -1.71 1.15 0.53
H -1.89 -0.47 1.21
H -2.65 -0.08 -0.34
H -0.58 -1.41 -0.74
H -0.38 0.22 -1.38
H 0.77 1.07 0.39
H 0.73 -0.70 1.32
H 2.89 -0.66 -0.18
*
```

Values from the calculation:
- gap between HOMO and LUMO (eV) = 10.914
- SMILES = CCCC=O
- E_HOMO (eV) = -9.988

<4>
A 2-piece molecular cluster, C4H8O overall. Source: the OMol25 dataset; level of theory: ωB97M-V/def2-TZVPD.

Geometry as ORCA input:
```
! RIJCOSX wB97M-V def2-TZVPD def2/J DEFGRID3
* xyz 0 1
C -0.76 -1.09 -0.52
C 0.29 -0.34 -0.87
C 1.58 -0.31 -0.13
H -1.66 -1.13 -1.12
H -0.71 -1.74 0.35
H 0.23 0.30 -1.75
H 1.92 0.72 0.04
H 1.53 -0.79 0.85
H 2.36 -0.81 -0.71
C -1.19 1.29 0.96
O -0.20 1.60 1.56
H -1.95 0.59 1.37
H -1.45 1.71 -0.03
*
```

Values from the calculation:
- gap between HOMO and LUMO (eV) = 10.872
- SMILES = C=CC.C=O
- E_HOMO (eV) = -9.818

Energies relative to the most stable structure are <1> 0.1260; <2> 0.0575; <3> 0.0000; <4> 0.0166, reported in hartree.

<1>
A 2-piece molecular cluster, C4H8O overall. Source: the OMol25 dataset; level of theory: ωB97M-V/def2-TZVPD.

Geometry as ORCA input:
```
! RIJCOSX wB97M-V def2-TZVPD def2/J DEFGRID3
* xyz 0 1
C -1.79 0.02 0.19
C -0.39 0.25 -0.36
C 0.78 0.25 0.61
C 1.83 -0.24 -0.36
O 1.63 -1.19 -1.11
H -2.19 0.81 0.86
H -1.82 -0.92 0.75
H -2.49 -0.07 -0.64
H 0.29 -1.04 -1.01
H -0.36 1.22 -0.92
H 1.12 1.16 1.14
H 0.63 -0.54 1.36
H 2.77 0.29 -0.51
*
```

Values from the calculation:
- gap between HOMO and LUMO (eV) = 8.571
- E_HOMO (eV) = -8.187

<2>
C4H8O as an isolated structure. Source: the OMol25 dataset; level of theory: ωB97M-V/def2-TZVPD.

Geometry as ORCA input:
```
! RIJCOSX wB97M-V def2-TZVPD def2/J DEFGRID3
* xyz 0 1
C -1.30 -0.89 0.12
C -0.09 -0.05 0.49
C 1.16 -0.25 -0.38
O 1.54 1.14 -0.58
C -0.20 1.42 0.09
H -2.17 -0.61 0.72
H -1.11 -1.96 0.30
H -1.56 -0.76 -0.93
H 0.17 -0.20 1.54
H 0.95 -0.73 -1.34
H 1.99 -0.76 0.10
H -0.03 2.11 0.93
H 0.67 1.54 -1.05
*
```

Values from the calculation:
- gap between HOMO and LUMO (eV) = 9.240
- E_HOMO (eV) = -8.567

Energies relative to the most stable structure are <1> 0.0000; <2> 0.0477, reported in hartree.

<1>
A single C4H8O molecule. Source: the OMol25 dataset; level of theory: ωB97M-V/def2-TZVPD.

Geometry as ORCA input:
```
! RIJCOSX wB97M-V def2-TZVPD def2/J DEFGRID3
* xyz 0 1
C 2.10 -0.22 -0.02
C 0.60 -0.38 -0.11
C -0.28 0.62 -0.02
C -1.78 0.50 -0.06
O -2.23 -0.87 -0.09
H 2.57 -0.67 -0.91
H 2.38 0.83 0.05
H 2.47 -0.74 0.86
H 0.26 -1.42 -0.28
H 0.08 1.64 0.09
H -2.14 0.98 -0.99
H -2.22 1.04 0.79
H -1.81 -1.30 0.69
*
```

Values from the calculation:
- gap between HOMO and LUMO (eV) = 10.452
- SMILES = C/C=C/CO
- E_HOMO (eV) = -9.398

<2>
A single C4H8O molecule. Source: the OMol25 dataset; level of theory: ωB97M-V/def2-TZVPD.

Geometry as ORCA input:
```
! RIJCOSX wB97M-V def2-TZVPD def2/J DEFGRID3
* xyz 0 1
C 1.18 -0.16 0.77
C -0.34 0.02 0.49
C -0.60 -1.03 -0.64
C -0.66 1.44 -0.19
O -1.04 1.65 -1.24
H 1.67 0.64 0.28
H 1.53 -1.00 0.15
H 1.29 0.18 1.79
H -0.83 -0.24 1.28
H -1.41 -0.79 -1.26
H -0.94 -2.06 -0.47
H 0.30 -0.98 -1.29
H -0.13 2.34 0.30
*
```

Values from the calculation:
- gap between HOMO and LUMO (eV) = 10.686
- SMILES = CC(C)C=O
- E_HOMO (eV) = -9.604

Energies relative to the most stable structure are <1> 0.0000; <2> 0.0523, reported in hartree.